(1)
This record from the Open Molecules 2025 dataset describes one molecule with the formula C3H3NO2 in a non-equilibrium geometry. The level of theory is ωB97M-V/def2-TZVPD.

The calculation puts the LUMO energy at 0.30 eV. The HOMO energy is -10.45 eV. The calculation puts the energy above the lowest of the compared OMol25 structures with the same formula, charge and spin at 93.11 kcal per mole.

Geometry (Å):
C (1.2952, 0.4849, -0.4062)
C (0.2671, 0.0615, 0.4560)
C (-1.0429, -0.6251, -1.4675)
N (1.6229, 1.1834, -1.2165)
O (-1.0008, -0.3145, -0.2385)
O (-0.2987, -0.6439, -2.4188)
H (0.0089, 0.2727, 1.6521)
H (0.8649, -0.8697, 0.5589)
H (-2.2014, -0.9612, -1.6615)

(2)
This record from the Open Molecules 2025 dataset describes a 3-piece molecular cluster, C3H3NO2 overall in a non-equilibrium geometry. The level of theory is ωB97M-V/def2-TZVPD.

The calculation puts the LUMO energy at -0.06 eV. The HOMO energy is -11.18 eV. The calculation puts the energy above the lowest of the compared OMol25 structures with the same formula, charge and spin at 59.51 kcal per mole.

Geometry (Å):
C (0.7566, 1.3446, 1.1037)
O (1.1090, 0.5907, 0.2296)
C (0.7347, -1.2012, -1.8950)
O (1.6854, -1.8173, -1.8257)
C (-1.8017, -0.7508, -0.2094)
N (-2.6932, -1.4661, -0.3644)
H (-0.9473, -0.1159, -0.0793)
H (0.1473, 0.9986, 1.9603)
H (1.0091, 2.4175, 1.0803)

(3)
This record from the Open Molecules 2025 dataset describes one molecule with the formula C3H3NO2 in a non-equilibrium geometry. The level of theory is ωB97M-V/def2-TZVPD.

The calculation puts the LUMO energy at -0.08 eV. The HOMO energy is -10.53 eV. The calculation puts the energy above the lowest of the compared OMol25 structures with the same formula, charge and spin at 181.03 kcal per mole.

Geometry (Å):
C (-0.9204, -0.4863, -1.2836)
C (-0.6014, -0.2156, -0.1900)
C (0.4218, -0.1580, 1.3998)
N (1.3023, -1.3055, 1.1509)
O (1.3450, -1.7882, 0.0702)
O (1.8427, -1.7400, 2.1734)
H (-1.2863, -0.1519, -2.1863)
H (-0.2425, -0.4630, 2.2030)
H (0.9484, 0.7410, 1.2264)

(4)
This record from the Open Molecules 2025 dataset describes one molecule with the formula C3H3NO2 in a non-equilibrium geometry. The level of theory is ωB97M-V/def2-TZVPD.

The calculation puts the LUMO energy at 0.42 eV. The HOMO energy is -10.05 eV. The calculation puts the energy above the lowest of the compared OMol25 structures with the same formula, charge and spin at 99.27 kcal per mole.

Geometry (Å):
C (0.0554, -0.6913, -0.7020)
C (-1.0733, 0.0848, -0.3311)
C (-1.9923, 0.7740, 0.0597)
H (0.8775, 0.6378, 1.5372)
H (2.0282, -0.9994, -0.2072)
H (-2.6387, 1.4792, 0.4457)
N (1.2169, -0.4724, 0.0137)
O (1.4103, 0.7707, 0.7096)
O (0.1160, -1.5834, -1.5257)

(5)
This record from the Open Molecules 2025 dataset describes a 2-piece molecular cluster, C3H3NO2 overall in a non-equilibrium geometry. The level of theory is ωB97M-V/def2-TZVPD.

The calculation puts the LUMO energy at 0.93 eV. The HOMO energy is -8.07 eV. The calculation puts the energy above the lowest of the compared OMol25 structures with the same formula, charge and spin at 130.67 kcal per mole.

Geometry (Å):
O (-0.3963, -1.5630, -0.6229)
C (0.1052, -0.4307, -1.0046)
C (0.8532, 0.4304, -1.5728)
O (1.2308, 0.6107, -0.2526)
C (-0.6214, 0.5093, 1.9697)
N (-1.3847, -0.3096, 1.6937)
H (-1.0591, -1.3940, 0.0810)
H (1.2132, 0.8885, -2.4855)
H (0.0926, 1.2696, 2.2160)

(6)
This record from the Open Molecules 2025 dataset describes one molecule with the formula C3H3NO2 in a non-equilibrium geometry. The level of theory is ωB97M-V/def2-TZVPD.

The calculation puts the LUMO energy at 0.12 eV. The HOMO energy is -11.30 eV. The calculation puts the energy above the lowest of the compared OMol25 structures with the same formula, charge and spin at 39.70 kcal per mole.

Geometry (Å):
O (0.7679, -0.7139, -1.1602)
C (0.0425, -0.4959, 0.0009)
C (0.3981, 0.8669, 0.6041)
O (1.3199, 1.4938, 0.1494)
C (-1.4179, -0.5569, -0.2282)
N (-2.5644, -0.6008, -0.3641)
H (1.3848, 0.0381, -1.2268)
H (0.2754, -1.2524, 0.7693)
H (-0.2063, 1.2211, 1.4555)

(7)
This record from the Open Molecules 2025 dataset describes a 3-piece molecular cluster, C3H3NO2 overall in a non-equilibrium geometry. The level of theory is ωB97M-V/def2-TZVPD.

The calculation puts the LUMO energy at 0.06 eV. The HOMO energy is -11.21 eV. The calculation puts the energy above the lowest of the compared OMol25 structures with the same formula, charge and spin at 56.22 kcal per mole.

Geometry (Å):
C (-1.8307, -0.0356, 0.2180)
O (-0.9450, 0.3351, -0.5151)
C (1.6311, 1.2406, -1.5080)
O (1.3079, 2.1562, -2.0956)
C (1.4346, -1.0775, 0.9046)
N (2.1170, -1.6871, 1.6080)
H (0.7993, -0.4994, 0.2505)
H (-1.6216, -0.4858, 1.2064)
H (-2.8926, 0.0535, -0.0688)

(8)
This record from the Open Molecules 2025 dataset describes one molecule with the formula C3H3NO2 in a non-equilibrium geometry. The level of theory is ωB97M-V/def2-TZVPD.

The calculation puts the LUMO energy at 0.10 eV. The HOMO energy is -11.21 eV. The calculation puts the energy above the lowest of the compared OMol25 structures with the same formula, charge and spin at 40.41 kcal per mole.

Geometry (Å):
O (1.3145, -0.4335, -0.7017)
C (0.2746, -0.2839, 0.2052)
C (-0.4019, 1.0792, 0.0308)
O (0.1487, 1.9283, -0.6247)
C (-0.6822, -1.4056, 0.1417)
N (-1.4056, -2.3046, 0.2039)
H (1.4712, 0.4555, -1.0690)
H (0.6322, -0.2931, 1.2508)
H (-1.3513, 1.2578, 0.5631)

(9)
This record from the Open Molecules 2025 dataset describes one molecule with the formula C3H3NO2 in a non-equilibrium geometry. The level of theory is ωB97M-V/def2-TZVPD.

The calculation puts the LUMO energy at 0.40 eV. The HOMO energy is -10.15 eV. The calculation puts the energy above the lowest of the compared OMol25 structures with the same formula, charge and spin at 149.84 kcal per mole.

Geometry (Å):
C (-0.1968, -0.5006, -0.2795)
C (-0.9205, 0.3720, 0.6648)
C (-1.3108, 0.4164, -0.5885)
N (1.7667, 0.1982, 0.4532)
O (2.9339, 0.1335, 0.3072)
O (1.1056, -0.3146, -0.6534)
H (-0.2339, -1.5550, -0.3929)
H (-0.8886, 0.6258, 1.6353)
H (-2.2556, 0.6243, -1.1462)

(10)
This record from the Open Molecules 2025 dataset describes one molecule with the formula C3H3NO2 in a non-equilibrium geometry. The level of theory is ωB97M-V/def2-TZVPD.

The calculation puts the LUMO energy at 0.52 eV. The HOMO energy is -8.82 eV. The calculation puts the energy above the lowest of the compared OMol25 structures with the same formula, charge and spin at 85.32 kcal per mole.

Geometry (Å):
C (-1.1819, -0.2902, 0.0070)
C (-0.4123, 0.8841, -0.1354)
C (0.9074, 0.4308, -0.0513)
H (-0.8595, 1.9058, 0.0844)
H (1.6335, 1.2782, -0.1499)
H (1.5221, -1.6580, 0.4910)
N (0.9834, -0.8492, -0.0246)
O (-2.3161, -0.3784, -0.0104)
O (-0.2766, -1.3231, -0.2107)

(11)
This record from the Open Molecules 2025 dataset describes one molecule with the formula C3H3NO2. The level of theory is ωB97M-V/def2-TZVPD.

The calculation puts the LUMO energy at 0.93 eV. The HOMO energy is -9.90 eV. The calculation puts the energy above the lowest of the compared OMol25 structures with the same formula, charge and spin at 50.51 kcal per mole.

Geometry (Å):
O (2.0796, 0.1312, -0.0857)
C (0.7514, -0.0503, -0.0458)
N (0.3180, -1.2833, -0.0282)
O (-1.0488, -1.2040, 0.0385)
C (-1.4017, 0.0814, 0.0573)
C (-0.3199, 0.8998, 0.0001)
H (2.4203, -0.7870, -0.0579)
H (-2.4689, 0.2295, 0.1268)
H (-0.3298, 1.9826, -0.0053)

(12)
This record from the Open Molecules 2025 dataset describes one molecule with the formula C3H3NO2 in a non-equilibrium geometry. The level of theory is ωB97M-V/def2-TZVPD.

The calculation puts the LUMO energy (alpha / beta) at 0.99 / -2.17 eV. The multiplicity is 3. The HOMO energy (alpha / beta) is -5.45 / -9.93 eV. The calculation puts the energy above the lowest of the compared OMol25 structures with the same formula, charge and spin at 82.49 kcal per mole.

Geometry (Å):
C (0.5834, -0.7145, -0.5908)
C (-0.7331, -0.7218, -0.4080)
C (-0.0477, 0.8417, 0.7795)
N (1.1751, 0.3201, 0.1447)
O (-1.1682, 0.2021, 0.4459)
O (0.6353, 1.4891, -0.3817)
H (1.1759, -1.3574, -1.0774)
H (-1.5138, -1.3653, -0.7583)
H (-0.1069, 1.3059, 1.8461)

Please write out number 12 again, unchanged.
This record from the Open Molecules 2025 dataset describes one molecule with the formula C3H3NO2 in a non-equilibrium geometry. The level of theory is ωB97M-V/def2-TZVPD.

The calculation puts the LUMO energy (alpha / beta) at 0.99 / -2.17 eV. The multiplicity is 3. The HOMO energy (alpha / beta) is -5.45 / -9.93 eV. The calculation puts the energy above the lowest of the compared OMol25 structures with the same formula, charge and spin at 82.49 kcal per mole.

Geometry (Å):
C (0.5834, -0.7145, -0.5908)
C (-0.7331, -0.7218, -0.4080)
C (-0.0477, 0.8417, 0.7795)
N (1.1751, 0.3201, 0.1447)
O (-1.1682, 0.2021, 0.4459)
O (0.6353, 1.4891, -0.3817)
H (1.1759, -1.3574, -1.0774)
H (-1.5138, -1.3653, -0.7583)
H (-0.1069, 1.3059, 1.8461)

What did the third record say?
This record from the Open Molecules 2025 dataset describes one molecule with the formula C3H3NO2 in a non-equilibrium geometry. The level of theory is ωB97M-V/def2-TZVPD.

The calculation puts the LUMO energy at -0.08 eV. The HOMO energy is -10.53 eV. The calculation puts the energy above the lowest of the compared OMol25 structures with the same formula, charge and spin at 181.03 kcal per mole.

Geometry (Å):
C (-0.9204, -0.4863, -1.2836)
C (-0.6014, -0.2156, -0.1900)
C (0.4218, -0.1580, 1.3998)
N (1.3023, -1.3055, 1.1509)
O (1.3450, -1.7882, 0.0702)
O (1.8427, -1.7400, 2.1734)
H (-1.2863, -0.1519, -2.1863)
H (-0.2425, -0.4630, 2.2030)
H (0.9484, 0.7410, 1.2264)